1.
The following is a DFT calculation (the ωB97M-V functional and the def2-TZVPD basis) of a structure of composition C18H23MoN4S2Si2.

XYZ file:
```
50
Properties=species:S:1:pos:R:3:forces:R:3:nbo_charge:R:1
Mo -0.544 1.309 0.318 0.1 -2.0 1.8 0.08
S 0.474 2.502 3.434 -0.1 -0.1 -0.3 0.42
S 1.543 0.043 -0.121 -0.7 0.1 0.2 -0.09
Si 2.307 -2.137 0.229 0.0 0.5 0.0 1.67
Si -1.228 -1.049 0.057 -0.3 0.4 -0.4 1.58
N 2.134 2.629 -0.341 0.7 0.4 0.0 -0.36
N -1.797 2.903 -0.192 -0.5 0.7 -0.4 -0.47
N 3.969 1.279 -0.239 0.0 0.1 0.0 -0.75
N 0.782 2.741 -0.297 0.2 0.7 -0.6 -0.17
C -3.177 5.219 -0.881 -0.2 -0.2 0.0 -0.10
C 1.041 -4.547 0.225 0.2 0.2 0.0 -0.13
C -0.611 -2.800 0.178 0.0 0.4 0.1 -0.52
C 3.096 -2.038 1.917 0.0 -0.2 -0.3 -1.15
C -1.606 -3.780 0.225 -0.1 0.1 0.0 -0.16
C 0.744 -3.182 0.187 0.1 0.3 0.0 -0.49
C -1.128 4.055 -0.473 -0.5 0.1 0.0 0.15
C -3.855 4.020 -0.663 0.0 0.2 -0.1 -0.21
C -1.508 -0.190 -1.630 0.1 -0.5 0.5 -1.04
C -3.137 2.899 -0.317 0.0 -0.1 0.1 0.08
C -2.553 -0.324 1.207 0.6 -0.4 -0.5 -1.05
C 2.651 1.457 -0.229 -0.3 -0.3 0.0 0.36
C 0.302 3.933 -0.486 0.7 -0.3 -0.1 0.05
C -1.800 5.233 -0.789 0.3 -0.2 0.0 -0.18
C 3.396 -2.378 -1.269 0.0 -0.1 0.3 -1.15
C 0.009 1.957 2.083 0.1 -0.1 0.3 -0.18
C -1.285 -5.128 0.255 0.1 -0.1 0.0 -0.17
C 0.046 -5.511 0.250 0.0 0.0 0.0 -0.18
H -3.725 6.117 -1.128 0.0 0.0 0.0 0.26
H -2.551 -0.079 -1.922 0.0 0.1 0.1 0.27
H -2.605 -0.845 2.161 0.2 0.1 0.1 0.29
H -3.548 -0.298 0.764 0.0 0.1 -0.1 0.27
H 4.555 2.091 -0.363 0.1 -0.1 0.0 0.44
H -3.642 1.965 -0.112 0.0 0.0 0.0 0.21
H -1.080 0.848 -1.540 -0.2 0.0 -1.1 0.19
H 3.313 -3.043 2.288 0.0 0.0 0.0 0.28
H 4.040 -1.489 1.903 0.0 0.0 0.0 0.26
H 2.956 -1.944 -2.166 -0.1 0.0 0.0 0.27
H -2.065 -5.876 0.286 0.0 0.0 0.0 0.25
H 4.390 0.370 -0.193 0.0 0.0 0.0 0.42
H -2.650 -3.488 0.241 0.0 -0.1 0.0 0.22
H -0.962 -0.656 -2.448 0.1 0.1 0.0 0.29
H -4.930 3.962 -0.753 0.0 0.0 0.0 0.26
H 4.391 -1.947 -1.135 0.0 0.0 0.0 0.25
H 0.317 -6.559 0.265 0.0 0.0 0.0 0.25
H 2.429 -1.558 2.634 -0.1 0.0 0.0 0.27
H 0.969 4.762 -0.682 0.0 0.0 0.0 0.25
H -1.227 6.131 -0.973 0.0 0.0 0.0 0.25
H -2.261 0.732 1.455 -0.3 0.1 0.2 0.24
H 2.080 -4.866 0.240 0.0 -0.1 0.0 0.21
H 3.541 -3.445 -1.461 0.0 0.0 0.0 0.28
```
Forces are in eV/Å.

Output
Relative energy (zero: lowest compared OMol25 entry of this formula, charge and spin) = 0.0 kcal per mole
Frontier orbital gap (spin up / spin down) = 7.18 / 6.11 eV
Total charge = +2
Molar mass = 511.66 g mol⁻¹
2S+1 = 2

---

2.
The following is a DFT calculation (the ωB97M-V functional and the def2-TZVPD basis) of a cluster of 4 separate species, C18H23N2O10 in total.

XYZ file:
```
53
Properties=species:S:1:pos:R:3:forces:R:3:nbo_charge:R:1
O 14.633 13.743 12.642 -1.4 1.2 -3.5 -0.50
O 16.903 11.200 8.953 -1.3 3.3 -1.1 -0.76
O 18.367 13.692 6.537 -1.5 -2.1 -0.8 -0.55
O 18.891 7.245 9.447 -3.8 0.0 -0.5 -0.73
O 12.640 14.929 7.637 -0.5 -1.5 3.3 -0.73
O 16.245 14.909 10.541 -0.6 0.2 0.5 -0.57
O 14.589 10.024 7.755 -0.8 2.3 -1.0 -0.72
O 13.696 12.722 4.511 1.3 0.5 0.2 -0.55
O 11.336 12.951 9.585 1.8 2.5 -0.8 -0.46
O 16.126 5.860 8.661 2.8 0.6 1.0 -0.73
N 15.503 12.905 6.841 0.4 0.5 0.0 -0.89
N 16.550 13.586 4.219 0.7 -0.1 0.1 -0.64
C 15.962 12.430 3.599 -1.0 1.7 -0.1 -0.24
C 13.065 14.594 8.850 -0.8 1.6 -5.2 0.34
C 15.522 9.328 8.114 0.6 -3.5 1.1 0.43
C 15.049 14.721 10.377 -0.5 -0.3 -1.4 0.44
C 18.918 14.150 7.687 0.0 1.0 1.9 -0.25
C 18.451 14.402 5.382 1.4 0.5 -1.3 -0.05
C 15.397 7.851 8.128 2.0 4.6 0.0 -0.53
C 16.819 9.989 8.769 -1.1 -0.5 0.1 0.39
C 14.348 14.979 9.098 1.7 -0.1 3.2 -0.50
C 12.779 13.525 11.116 3.4 1.8 1.4 -0.13
C 14.483 12.747 3.325 0.1 -1.9 0.2 -0.06
C 12.349 13.108 4.402 -0.6 -0.4 -0.8 -0.24
C 12.339 13.751 9.829 -3.9 -3.5 -0.6 0.31
C 17.738 7.846 9.187 5.1 -2.4 0.2 0.41
C 17.836 9.229 9.239 -0.8 -1.5 -0.1 -0.50
C 16.455 7.104 8.654 -2.7 -2.1 -0.4 0.39
C 14.164 14.029 11.493 0.6 -1.8 3.0 0.39
C 17.996 13.491 4.247 0.0 0.8 1.2 -0.25
H 16.271 14.448 3.773 -0.1 0.0 -0.1 0.35
H 19.492 14.690 5.234 0.4 0.3 -0.2 0.15
H 14.206 11.936 2.652 -0.7 -0.3 -0.1 0.17
H 18.320 12.498 4.559 -0.2 -0.2 -0.2 0.22
H 18.685 9.745 9.663 0.1 -0.3 0.0 0.20
H 15.631 11.961 7.176 0.1 -1.2 0.9 0.48
H 17.846 15.309 5.405 -0.2 0.3 0.0 0.16
H 15.024 13.425 7.562 -0.8 0.1 0.3 0.45
H 16.193 11.610 4.279 -0.5 -0.5 -0.4 0.23
H 14.516 7.384 7.712 0.0 0.0 0.1 0.19
H 11.729 12.798 5.244 0.7 -0.1 0.3 0.23
H 18.493 13.717 3.303 0.0 0.2 -0.3 0.16
H 14.834 15.586 8.349 0.2 0.0 0.0 0.22
H 12.196 14.182 4.296 0.3 0.2 -0.2 0.17
H 18.463 13.530 8.459 0.5 0.0 0.3 0.25
H 20.007 14.138 7.710 0.3 -0.4 -0.1 0.15
H 14.416 13.628 2.686 -0.2 0.7 0.5 0.16
H 16.394 13.370 6.737 0.8 -0.2 0.0 0.43
H 18.624 15.182 7.877 -0.2 0.3 0.1 0.15
H 11.971 12.566 3.536 -0.5 0.2 -0.3 0.15
H 16.382 12.306 2.600 0.3 -0.7 -0.2 0.16
H 15.054 12.913 5.937 -0.8 0.2 0.0 0.44
H 12.202 12.942 11.818 0.1 0.0 -0.1 0.23
```
Forces are in eV/Å.

Output
Frontier orbital gap (spin up / spin down) = 4.15 / 2.97 eV
Total charge = -2
Molar mass = 427.39 g mol⁻¹
2S+1 = 2

---

3.
The following is a DFT calculation (the ωB97M-V functional and the def2-TZVPD basis) of the molecule C18H23N2O6P.

XYZ file:
```
50
Properties=species:S:1:pos:R:3:forces:R:3:nbo_charge:R:1
P -0.135 -0.214 -1.284 -1.2 -0.8 0.1 2.36
O -1.458 0.627 -1.635 0.7 -0.1 0.0 -0.82
O 3.602 -5.405 -0.513 0.1 -0.1 0.0 -0.37
O -0.617 -1.755 -1.346 0.3 0.9 0.5 -0.83
O 1.550 -4.839 -0.249 -0.2 -0.1 0.1 -0.39
O 0.946 0.175 -2.184 0.4 0.2 -0.1 -1.09
O -2.093 4.712 2.453 0.2 -0.1 -0.3 -0.49
N 1.686 0.059 0.683 0.1 0.5 0.3 -0.59
N 2.734 -4.576 -0.337 -0.2 -0.8 -0.1 0.52
C 2.547 -0.916 0.239 0.7 -0.5 0.0 0.19
C 3.128 -3.199 -0.230 0.6 1.4 0.1 0.11
C -1.215 1.147 2.202 0.2 0.0 -0.3 -0.12
C 2.175 -2.254 0.126 0.0 -0.1 0.0 -0.29
C 4.813 -1.526 -0.379 -0.2 0.1 0.0 -0.19
C -2.924 4.748 3.589 -0.1 0.0 0.2 -0.25
C 0.256 -0.053 0.541 -0.2 -0.1 -0.6 -0.41
C -3.505 1.610 -0.864 0.3 -0.3 0.0 -0.63
C 4.450 -2.857 -0.486 -0.2 -0.4 0.0 -0.24
C -1.804 2.301 2.692 -0.2 0.3 0.1 -0.33
C 0.501 -3.185 -2.952 -0.2 0.2 0.2 -0.64
C -0.750 3.556 0.932 0.0 0.1 0.1 -0.25
C -0.727 -2.349 -2.640 -0.1 -0.4 -0.7 -0.07
C -0.398 1.181 1.084 -0.1 0.0 0.3 -0.09
C -0.174 2.401 0.451 -0.1 0.1 0.2 -0.19
C -1.572 3.520 2.063 0.1 -0.1 -0.1 0.31
C 3.882 -0.574 -0.022 -0.1 -0.1 0.0 -0.20
C -2.724 0.322 -1.056 -0.5 0.0 0.2 -0.06
H -2.586 -0.194 -0.101 -0.1 0.0 0.0 0.17
H -4.495 1.384 -0.478 -0.1 0.0 0.0 0.21
H -2.988 2.263 -0.166 0.0 0.1 0.1 0.22
H 4.176 0.463 0.054 0.0 0.1 0.0 0.21
H -3.824 4.141 3.448 0.0 0.0 0.0 0.18
H 2.021 0.997 0.504 0.0 -0.1 0.0 0.39
H -3.601 2.126 -1.815 -0.1 0.1 -0.1 0.22
H 1.166 -2.584 0.307 -0.1 0.0 0.0 0.25
H -0.853 -1.563 -3.393 -0.1 -0.1 0.0 0.18
H -0.094 -0.944 1.069 -0.1 0.1 -0.1 0.24
H -0.587 4.505 0.447 0.0 0.1 -0.1 0.23
H -1.626 -2.972 -2.613 0.1 0.1 0.0 0.18
H -3.259 -0.349 -1.738 0.1 0.0 0.1 0.18
H -3.210 5.791 3.710 0.0 -0.1 0.0 0.20
H -2.394 4.412 4.485 0.0 0.0 0.0 0.18
H -2.435 2.236 3.564 -0.1 0.0 0.1 0.22
H 0.619 -3.956 -2.194 0.0 -0.1 0.0 0.23
H 5.831 -1.230 -0.583 0.1 0.0 0.0 0.22
H 0.439 2.432 -0.439 0.1 0.1 -0.1 0.23
H 1.381 -2.548 -2.960 0.1 0.0 0.0 0.23
H -1.401 0.208 2.704 0.0 -0.1 0.1 0.21
H 0.389 -3.655 -3.925 0.0 -0.1 -0.1 0.21
H 5.156 -3.622 -0.766 0.0 0.0 0.0 0.25
```
Forces are in eV/Å.

Output
Relative energy (zero: lowest compared OMol25 entry of this formula, charge and spin) = 2.0 kcal per mole
Frontier orbital gap = 8.02 eV
Molar mass = 394.36 g mol⁻¹

---

4.
The following is a DFT calculation (the ωB97M-V functional and the def2-TZVPD basis) of a structure of composition C18H23N3O2SSiTi.

XYZ file:
```
49
Properties=species:S:1:pos:R:3:forces:R:3:nbo_charge:R:1
Ti -0.995 0.129 0.479 0.6 0.8 -0.3 1.62
S -3.392 1.078 1.123 0.0 0.1 -0.1 -0.33
Si 1.436 -0.228 -1.454 -0.2 -0.1 0.5 1.90
O 0.827 -0.399 0.063 -0.3 0.2 -0.4 -1.24
O -1.796 -1.188 -0.788 0.1 0.2 0.1 -0.77
N -1.749 -1.040 1.943 -0.3 -0.3 0.5 -0.38
N -2.162 -0.348 3.088 0.0 0.0 -0.3 -0.45
N -3.472 1.368 3.780 0.0 0.1 -0.1 -0.82
C 1.496 -1.904 -2.316 0.1 0.2 0.0 -1.13
C -2.939 0.648 2.732 0.1 -0.2 0.4 0.28
C -1.955 -3.332 -1.722 0.1 0.0 0.2 -0.24
C 3.194 4.182 -0.098 0.1 0.0 0.0 -0.28
C 3.173 0.491 -1.463 -0.2 -0.1 -0.1 -1.14
C -1.760 -3.086 0.684 -0.1 0.0 0.2 -0.22
C -1.967 -4.699 -1.577 0.0 -0.1 -0.1 -0.20
C -1.876 -5.297 -0.317 0.0 0.0 0.0 -0.29
C 0.805 3.856 -0.039 0.0 0.0 0.0 -0.20
C 3.332 3.154 0.828 0.0 0.1 0.1 -0.21
C 1.918 4.521 -0.527 0.0 0.0 0.0 -0.23
C -1.796 -4.484 0.791 0.0 0.0 0.0 -0.15
C 0.917 2.824 0.904 0.2 -0.2 -0.1 0.01
C -0.258 2.098 1.399 -0.2 -0.3 -0.1 -0.93
C -1.886 -2.309 1.909 0.1 -0.2 -0.2 0.13
C 2.220 2.489 1.314 -0.1 0.0 0.0 -0.23
C 0.354 0.930 -2.485 0.1 0.0 -0.1 -1.15
C -1.815 -2.476 -0.603 -0.1 -0.1 -0.1 0.39
H -1.102 2.766 1.576 0.0 0.0 -0.1 0.22
H 3.190 1.497 -1.041 0.0 -0.1 -0.1 0.25
H 1.882 -1.805 -3.335 0.0 0.0 0.0 0.22
H 0.920 1.224 -3.375 -0.1 0.0 0.0 0.23
H 0.508 -2.362 -2.367 0.0 0.0 0.0 0.24
H 4.063 4.701 -0.482 0.0 0.0 0.0 0.20
H 2.152 -2.588 -1.773 0.0 0.0 0.0 0.23
H -0.006 1.594 2.347 -0.1 0.0 0.0 0.21
H -0.580 0.471 -2.816 0.0 -0.1 0.1 0.24
H -2.055 -5.325 -2.458 0.0 0.0 0.0 0.20
H -2.196 -2.821 2.821 -0.1 0.0 0.0 0.19
H 4.316 2.860 1.175 0.0 0.0 0.0 0.20
H 3.871 -0.128 -0.898 0.0 0.0 0.0 0.23
H 2.344 1.676 2.020 0.0 0.0 0.0 0.21
H 0.116 1.857 -1.953 0.0 0.0 0.1 0.24
H -1.771 -4.924 1.782 0.0 0.0 0.0 0.20
H -1.891 -6.374 -0.214 0.0 0.0 0.0 0.20
H 3.526 0.544 -2.497 0.1 0.0 0.0 0.22
H -3.747 2.306 3.540 0.0 0.0 0.0 0.39
H 1.786 5.312 -1.257 0.0 0.0 0.0 0.19
H -0.182 4.135 -0.394 0.0 0.0 0.0 0.19
H -2.968 1.270 4.647 0.0 0.0 0.0 0.38
H -2.029 -2.862 -2.694 0.0 0.0 0.0 0.21
```
Forces are in eV/Å.

Output
Frontier orbital gap (spin up / spin down) = 7.12 / 7.21 eV
Total charge = -1
Molar mass = 421.42 g mol⁻¹
2S+1 = 2

---

5.
The following is a DFT calculation (the ωB97M-V functional and the def2-TZVPD basis) of the molecule C18H23N3O3.

XYZ file:
```
47
Properties=species:S:1:pos:R:3:forces:R:3:nbo_charge:R:1
O -2.838 -1.676 -1.346 0.1 -0.2 -0.2 -0.40
O 0.369 -1.648 2.675 0.2 0.2 0.1 -0.59
O -4.629 -1.318 -2.473 -0.1 -0.1 -0.2 -0.36
N -0.131 -2.540 0.644 -0.1 -0.2 -0.3 -0.61
N -3.913 -1.126 -1.517 0.1 -0.5 -0.6 0.52
N -0.590 1.788 1.335 0.1 0.3 0.0 -0.29
C 3.568 2.865 -0.440 -0.3 -0.1 -0.1 -0.38
C -2.608 -1.030 1.040 0.7 0.1 0.4 -0.07
C -1.365 -0.647 1.360 -0.5 -1.0 0.1 -0.24
C 2.043 -2.926 -0.433 -0.1 0.2 0.4 -0.40
C -3.681 -0.095 0.701 -0.3 0.1 -0.4 -0.07
C 1.004 -3.434 0.570 0.3 -0.3 -0.1 -0.22
C 3.570 -0.994 -1.053 0.0 0.1 0.3 -0.38
C -4.078 0.899 1.591 0.0 -0.1 -0.1 -0.18
C -5.784 1.642 0.061 0.1 0.0 0.1 -0.20
C -5.115 1.758 1.273 -0.1 0.0 -0.1 -0.16
C -4.347 -0.181 -0.528 -0.4 1.0 1.0 0.08
C -0.273 -1.654 1.650 -0.5 0.0 -0.1 0.67
C -5.396 0.676 -0.844 0.1 -0.3 -0.2 -0.19
C 2.573 -1.548 -0.040 0.1 -0.2 -0.4 -0.40
C 3.007 1.476 -0.733 0.4 0.1 0.2 -0.40
C -0.956 0.701 1.362 0.1 0.6 0.0 0.26
C 4.084 0.395 -0.671 -0.3 -0.1 -0.3 -0.39
C 2.475 3.926 -0.476 0.2 -0.1 0.1 -0.60
H -5.406 2.523 1.976 0.0 0.1 0.1 0.23
H 3.046 -1.610 0.942 0.0 0.0 0.1 0.21
H 2.883 4.907 -0.239 0.0 0.1 0.0 0.20
H 0.653 -4.430 0.285 0.0 0.0 0.1 0.20
H 2.022 3.973 -1.464 -0.1 0.0 -0.1 0.20
H -3.570 0.985 2.539 0.0 0.0 0.1 0.23
H 2.551 1.475 -1.727 -0.1 0.0 -0.1 0.19
H -5.877 0.575 -1.805 0.0 0.0 0.0 0.25
H 4.418 -1.679 -1.130 0.0 -0.1 -0.1 0.20
H 4.342 3.109 -1.173 0.1 0.0 0.0 0.19
H 1.696 3.691 0.245 -0.1 0.0 0.1 0.21
H 3.096 -0.943 -2.037 0.0 0.0 -0.1 0.19
H 4.500 0.358 0.339 0.1 0.0 0.0 0.19
H 1.733 -0.857 0.044 0.0 0.0 0.1 0.20
H 1.436 -3.477 1.572 -0.1 -0.1 -0.1 0.23
H 1.590 -2.874 -1.427 0.0 -0.1 -0.1 0.19
H -0.673 -2.414 -0.201 0.0 0.2 0.2 0.41
H -6.593 2.313 -0.179 -0.1 0.1 0.0 0.23
H 2.865 -3.643 -0.478 0.0 -0.1 -0.1 0.21
H 4.895 0.668 -1.352 0.1 0.0 0.1 0.20
H 2.221 1.265 -0.006 -0.1 0.0 0.0 0.20
H 4.037 2.861 0.546 0.1 0.0 0.0 0.19
H -2.849 -2.085 1.025 0.1 0.0 0.0 0.24
```
Forces are in eV/Å.

Output
Relative energy (zero: lowest compared OMol25 entry of this formula, charge and spin) = 130.9 kcal per mole
Frontier orbital gap = 8.77 eV
Molar mass = 329.40 g mol⁻¹